Below is a molecular structure, C21H15F5N2OPtS3 at a distorted geometry, with properties calculated with the ωB97M-V functional and the def2-TZVPD basis.

Its lowest unoccupied orbital energy (spin up / spin down) is -5.838 / -9.438 eV.

ORCA input file:
```
! RIJCOSX wB97M-V def2-TZVPD def2/J DEFGRID3
* xyz 2 5
Pt 0.194 -1.110 0.542
F -1.466 3.502 5.734
C -1.533 2.500 4.890
C -0.503 2.286 3.960
F 0.532 3.106 3.891
C -0.585 1.213 3.090
F 0.390 1.038 2.173
C -1.669 0.323 3.085
S -1.787 -1.022 2.005
C -2.716 0.586 3.995
F -3.789 -0.185 3.980
C -2.650 1.652 4.889
F -3.646 1.879 5.720
O 2.146 -1.273 2.060
C 3.203 -0.345 1.842
C 3.996 -0.632 0.565
C 3.074 -0.754 -0.659
C 2.313 0.504 -0.980
C 2.904 1.582 -1.637
C 2.139 2.689 -1.959
C 0.792 2.703 -1.618
C 0.271 1.608 -0.952
N 1.021 0.548 -0.650
H 2.538 -2.153 2.157
H 3.868 -0.358 2.713
H 2.730 0.635 1.773
H 4.560 -1.562 0.673
H 4.707 0.182 0.418
H 2.342 -1.569 -0.480
H 3.677 -1.035 -1.523
H 3.950 1.534 -1.900
H 2.573 3.527 -2.484
H 0.160 3.542 -1.861
H -0.772 1.569 -0.656
S -0.120 -3.583 0.353
C -1.081 -3.107 -0.963
N -1.155 -1.832 -1.296
C -1.896 -1.629 -2.410
C -2.129 -0.419 -3.069
C -2.913 -0.414 -4.197
C -3.470 -1.601 -4.705
C -3.246 -2.811 -4.085
C -2.458 -2.834 -2.940
S -1.980 -4.200 -1.996
H -1.681 0.482 -2.688
H -3.103 0.516 -4.709
H -4.070 -1.554 -5.601
H -3.660 -3.722 -4.489
*
```

=====

Below is a molecular structure, C21H15IrN4S5 at a distorted geometry, with properties calculated with the ωB97M-V functional and the def2-TZVPD basis.

Its lowest unoccupied orbital energy (spin up / spin down) is -0.672 / -2.769 eV.

ORCA input file:
```
! RIJCOSX wB97M-V def2-TZVPD def2/J DEFGRID3
* xyz 0 5
Ir 0.086 -0.066 -0.049
C -0.010 3.185 -0.061
C -1.426 2.700 -0.054
C -2.502 3.610 -0.024
C -3.782 3.140 0.000
C -4.024 1.751 0.005
C -5.326 1.208 0.036
C -5.500 -0.150 0.052
C -4.391 -1.005 0.038
C -3.097 -0.515 -0.004
S -1.767 -1.629 -0.059
C -2.899 0.893 -0.025
N -1.637 1.394 -0.064
H 0.035 4.272 -0.089
H 0.522 2.783 -0.924
H 0.503 2.833 0.838
H -2.298 4.671 -0.020
H -4.626 3.819 0.021
H -6.174 1.881 0.046
H -6.496 -0.572 0.077
H -4.534 -2.077 0.057
S 0.162 0.074 2.435
C 1.780 0.593 2.765
C 2.082 1.037 4.058
C 3.344 1.494 4.390
C 3.612 1.963 5.712
N 3.812 2.344 6.778
C 4.356 1.497 3.406
C 4.072 1.042 2.131
C 2.797 0.583 1.786
S 2.542 0.000 0.174
C 5.673 1.965 3.702
N 6.742 2.335 3.905
H 1.301 1.027 4.806
H 4.850 1.041 1.380
S 0.158 0.072 -2.633
C 1.329 -1.114 -2.754
N 2.646 -0.872 -2.768
C 3.512 -2.013 -2.501
C 2.766 -3.228 -3.035
S 0.993 -2.814 -2.864
H 2.950 0.057 -2.513
H 3.685 -2.103 -1.425
H 4.468 -1.873 -3.003
H 2.972 -4.124 -2.455
H 2.973 -3.418 -4.087
*
```

=====

Below is a molecular structure, C21H15NO6PPt, with properties calculated with the ωB97M-V functional and the def2-TZVPD basis.

Its lowest unoccupied orbital energy is 2.678 eV.

ORCA input file:
```
! RIJCOSX wB97M-V def2-TZVPD def2/J DEFGRID3
* xyz -1 1
Pt -0.316 -2.293 0.080
O 1.316 -4.073 3.121
C 1.151 -3.544 2.040
O 0.370 -3.952 1.087
C 1.994 -2.339 1.649
C 3.160 -2.002 2.296
C 3.944 -0.993 1.743
C 3.560 -0.423 0.542
C 2.384 -0.829 -0.080
N 1.594 -1.719 0.528
C 2.067 -0.347 -1.527
O 2.508 0.780 -1.802
O 1.462 -1.191 -2.205
H 3.427 -2.533 3.198
H 4.860 -0.682 2.230
H 4.147 0.330 0.036
O -4.344 -2.579 -0.452
C -3.211 -2.227 -0.199
O -2.164 -2.995 -0.289
C -2.918 -0.792 0.289
P -1.240 -0.347 -0.304
C -0.521 0.847 0.874
C -0.419 0.465 2.213
C 0.209 1.287 3.133
C 0.762 2.494 2.720
C 0.690 2.865 1.386
C 0.054 2.045 0.465
C -1.508 0.603 -1.822
C -2.345 1.722 -1.776
C -2.605 2.446 -2.923
C -2.026 2.056 -4.128
C -1.200 0.948 -4.175
C -0.937 0.210 -3.024
H -2.851 -0.840 1.379
H -3.703 -0.098 -0.002
H -0.805 -0.499 2.527
H 0.286 0.979 4.168
H 1.263 3.133 3.436
H 1.143 3.791 1.054
H 0.030 2.325 -0.580
H -2.791 2.025 -0.834
H -3.255 3.312 -2.883
H -2.223 2.626 -5.028
H -0.737 0.652 -5.108
H -0.263 -0.639 -3.055
*
```

=====

Below is a molecular structure, C21H15O4PPt at a distorted geometry, with properties calculated with the ωB97M-V functional and the def2-TZVPD basis.

Its lowest unoccupied orbital energy (spin up / spin down) is -7.485 / -10.753 eV.

ORCA input file:
```
! RIJCOSX wB97M-V def2-TZVPD def2/J DEFGRID3
* xyz 2 3
O 2.063 -1.180 -2.173
C 1.328 -0.753 -1.394
Pt 0.424 0.252 0.015
C -0.355 1.960 -0.411
C 0.831 -0.141 1.848
O -0.604 3.079 -0.646
O 1.268 -0.249 2.933
O -1.672 -1.372 -0.597
P -3.004 -2.078 -0.479
C -2.883 -2.863 1.193
C -3.396 -4.145 1.467
C -3.698 -4.519 2.782
C -3.034 -3.802 3.806
C -2.179 -2.696 3.503
C -2.112 -2.246 2.194
C -4.130 -0.736 -1.076
C -3.776 0.586 -0.786
C -4.712 1.573 -1.024
C -5.947 1.241 -1.595
C -6.197 -0.067 -1.993
C -5.245 -1.050 -1.853
C -3.851 -3.437 -1.319
C -5.130 -3.687 -0.691
C -5.879 -4.802 -1.036
C -5.419 -5.618 -2.076
C -4.204 -5.364 -2.731
C -3.386 -4.283 -2.333
H -3.696 -4.782 0.645
H -4.483 -5.282 2.917
H -3.098 -4.182 4.809
H -1.597 -2.172 4.255
H -1.487 -1.385 1.941
H -2.794 0.836 -0.366
H -4.442 2.580 -0.746
H -6.702 2.010 -1.735
H -7.115 -0.379 -2.436
H -5.344 -2.040 -2.301
H -5.501 -2.985 0.080
H -6.813 -4.998 -0.509
H -6.030 -6.463 -2.371
H -3.864 -5.990 -3.567
H -2.405 -4.065 -2.777
*
```

=====

Below is a single C21H16 molecule at a distorted geometry, with properties calculated with the ωB97M-V functional and the def2-TZVPD basis.

The SMILES is C1=CCc2c3c(ccc2=C1)=C1C=c2ccccc2=C[C@@H]1C3. Its lowest unoccupied orbital energy is -0.956 eV.

ORCA input file:
```
! RIJCOSX wB97M-V def2-TZVPD def2/J DEFGRID3
* xyz 0 1
C 4.387 2.759 1.013
C 3.400 3.109 1.906
C 2.098 2.362 1.904
C 1.995 1.128 1.058
C 0.858 0.259 1.142
C 0.837 -0.867 0.323
C 2.005 -1.266 -0.356
C 3.018 -0.410 -0.460
C 3.079 0.789 0.222
C 4.139 1.612 0.108
C -0.344 -1.524 0.377
C -0.839 -2.205 -0.846
C -2.076 -1.847 -1.346
C -2.612 -2.363 -2.580
C -3.884 -1.902 -3.052
C -4.715 -1.037 -2.297
C -4.224 -0.479 -1.133
C -2.917 -0.903 -0.679
C -2.505 -0.332 0.490
C -1.236 -0.698 1.216
C -0.468 0.493 1.762
H 5.267 3.327 0.882
H 3.336 3.949 2.647
H 1.841 1.926 2.888
H 1.296 3.087 1.778
H 2.214 -2.218 -0.877
H 3.897 -0.832 -1.015
H 4.892 1.459 -0.600
H -0.168 -2.995 -1.264
H -1.985 -3.004 -3.165
H -4.269 -2.192 -4.039
H -5.663 -0.815 -2.680
H -4.674 0.336 -0.628
H -3.155 0.496 0.943
H -1.560 -1.144 2.147
H -0.821 1.440 1.366
H -0.445 0.502 2.845
*
```

=====

Below is a molecular structure, C21H16Cl2CsN4O3, with properties calculated with the ωB97M-V functional and the def2-TZVPD basis.

Its lowest unoccupied orbital energy is 2.114 eV.

ORCA input file:
```
! RIJCOSX wB97M-V def2-TZVPD def2/J DEFGRID3
* xyz -1 1
Cs -1.180 -0.538 2.185
Cl -1.581 4.351 6.220
C -0.696 3.546 4.950
C -1.288 3.405 3.707
C -0.623 2.786 2.647
N -1.191 2.681 1.371
C -2.407 2.197 1.261
O -3.170 1.705 2.128
C -2.856 2.105 -0.186
C -2.928 3.243 -0.988
C -3.368 3.117 -2.290
C -3.698 1.854 -2.766
C -3.565 0.780 -1.904
N -3.165 0.889 -0.638
C 0.678 2.273 2.865
C 1.244 2.404 4.136
C 0.575 3.039 5.165
Cl 1.359 3.181 6.718
N 1.410 1.730 1.811
C 1.941 0.537 1.909
O 1.721 -0.368 2.759
C 2.899 0.229 0.758
C 3.277 1.242 -0.125
C 4.170 0.958 -1.139
C 4.666 -0.333 -1.254
C 4.226 -1.275 -0.342
N 3.366 -1.016 0.642
H -2.292 3.769 3.548
H -2.626 4.195 -0.575
H -3.446 3.986 -2.933
H -4.041 1.705 -3.781
H -3.793 -0.226 -2.243
H 2.230 1.997 4.312
H 2.846 2.223 0.013
H 4.474 1.733 -1.833
H 5.370 -0.605 -2.030
H 4.579 -2.302 -0.402
C 1.795 -3.469 2.765
C 0.922 -3.657 1.554
C 1.615 -3.974 0.259
O -0.290 -3.568 1.614
H 1.860 -4.440 3.269
H 1.352 -2.742 3.437
H 2.790 -3.127 2.490
H 2.174 -3.080 -0.030
H 0.892 -4.237 -0.509
H 2.342 -4.776 0.400
*
```

=====

Below is a molecular structure, C21H16Cl6N2O2Tc, with properties calculated with the ωB97M-V functional and the def2-TZVPD basis.

Its lowest unoccupied orbital energy (spin up / spin down) is -0.152 / -0.143 eV.

ORCA input file:
```
! RIJCOSX wB97M-V def2-TZVPD def2/J DEFGRID3
* xyz 0 2
Tc 1.071 0.727 -0.918
Cl 4.614 -2.344 4.006
C 4.202 -1.505 2.555
C 5.161 -0.798 1.844
Cl 6.790 -0.747 2.408
C 4.811 -0.121 0.667
Cl 5.976 0.771 -0.233
C 3.511 -0.164 0.195
O 3.054 0.451 -0.885
C 2.534 -0.863 0.931
O 1.296 -0.787 0.439
C 2.885 -1.527 2.089
Cl 1.645 -2.372 2.980
Cl -0.052 2.136 1.988
C -0.574 3.424 0.954
C -1.300 4.473 1.486
C -1.721 5.499 0.656
C -1.416 5.474 -0.696
C -0.685 4.422 -1.216
Cl -0.312 4.395 -2.904
C -0.242 3.368 -0.407
N 0.475 2.323 -0.935
H -1.529 4.477 2.542
H -2.290 6.324 1.063
H -1.740 6.267 -1.355
C -1.871 -3.603 1.258
N -0.847 -2.645 0.782
C -0.142 -3.214 -0.403
C -1.440 -1.242 0.578
C -1.706 -0.922 -0.858
C -2.898 -1.357 -1.437
C -3.172 -1.103 -2.770
C -2.246 -0.393 -3.520
C -1.072 0.054 -2.928
C -0.750 -0.191 -1.584
H -1.409 -4.575 1.418
H -2.645 -3.685 0.498
H -2.302 -3.241 2.188
H -0.133 -2.519 1.508
H -0.872 -3.397 -1.186
H 0.325 -4.146 -0.091
H 0.604 -2.504 -0.736
H -0.697 -0.556 0.965
H -2.332 -1.205 1.203
H -3.634 -1.878 -0.831
H -4.101 -1.440 -3.212
H -2.445 -0.173 -4.561
H -0.382 0.631 -3.535
*
```

=====

Below is a molecular structure, C21H16F3IN3Rh at a distorted geometry, with properties calculated with the ωB97M-V functional and the def2-TZVPD basis.

Its lowest unoccupied orbital energy (spin up / spin down) is -8.239 / -8.240 eV.

ORCA input file:
```
! RIJCOSX wB97M-V def2-TZVPD def2/J DEFGRID3
* xyz 2 1
Rh 0.545 -0.613 -0.706
I 2.917 -1.814 -1.063
C 3.336 -1.338 0.932
C 4.585 -1.432 1.477
C 4.728 -1.236 2.868
C 3.630 -1.040 3.658
C 2.329 -0.976 3.100
C 1.173 -0.862 3.907
C -0.086 -0.868 3.363
C -0.249 -0.884 1.966
C 0.869 -0.936 1.149
C 2.183 -1.069 1.696
H 5.452 -1.672 0.877
H 5.716 -1.285 3.304
H 3.738 -0.947 4.731
H 1.297 -0.803 4.982
H -0.961 -0.835 3.996
H -1.248 -0.859 1.557
F -5.788 -1.984 -3.407
C -5.682 -1.314 -2.263
F -6.296 -2.009 -1.303
F -6.300 -0.140 -2.395
C -4.228 -1.100 -1.885
C -3.214 -1.760 -2.552
C -1.908 -1.545 -2.147
N -1.584 -0.728 -1.135
C -2.582 -0.075 -0.509
C -3.906 -0.237 -0.845
H -3.420 -2.432 -3.372
H -1.090 -2.053 -2.641
H -2.300 0.616 0.274
H -4.673 0.310 -0.314
N 1.986 1.258 -2.912
C 1.390 1.952 -1.929
C 1.441 3.366 -1.938
C 0.820 4.083 -0.964
C 0.117 3.416 0.057
C 0.087 2.060 0.027
N 0.725 1.318 -0.939
H 2.470 1.748 -3.644
H 1.942 0.258 -2.975
H 1.974 3.853 -2.743
H 0.861 5.164 -0.983
H -0.384 3.953 0.848
H -0.413 1.490 0.793
*
```

=====

Below is a molecular structure, C21H16N12O2S2Sn at a distorted geometry, with properties calculated with the ωB97M-V functional and the def2-TZVPD basis.

Its lowest unoccupied orbital energy (spin up / spin down) is -8.063 / -9.070 eV.

ORCA input file:
```
! RIJCOSX wB97M-V def2-TZVPD def2/J DEFGRID3
* xyz 2 1
Sn -0.043 -0.167 -0.272
N -0.072 -2.085 2.657
C -0.100 -0.792 2.983
N -0.024 -0.481 4.258
C -0.054 0.812 4.586
N 0.049 1.166 5.849
N -0.204 1.784 3.656
C -0.228 1.417 2.411
N -0.160 0.136 1.990
C -0.297 2.473 1.396
C -0.324 3.809 1.772
C -0.270 4.783 0.785
C -0.196 4.382 -0.543
C -0.205 3.028 -0.832
N -0.257 2.098 0.114
H -0.099 -2.737 3.427
H -0.405 -2.381 1.752
H 0.155 0.454 6.555
H 0.024 2.140 6.105
H -0.353 4.052 2.823
H -0.269 5.832 1.048
H -0.137 5.105 -1.343
H -0.160 2.665 -1.854
N 6.533 5.596 -2.424
C 5.795 5.083 -1.430
C 4.411 4.850 -1.613
C 3.665 4.290 -0.606
C 4.278 3.952 0.595
C 5.635 4.160 0.802
C 6.387 4.746 -0.190
S 3.333 3.061 1.814
O 4.234 2.276 2.611
O 2.346 3.867 2.449
N 2.500 2.001 0.821
C 3.068 0.900 0.506
S 4.775 0.496 0.881
C 4.599 -0.892 -0.088
C 3.308 -1.043 -0.540
N 2.469 -0.053 -0.215
H 6.110 5.842 -3.306
H 7.510 5.808 -2.288
H 3.949 5.125 -2.549
H 2.609 4.104 -0.716
H 6.074 3.884 1.747
H 7.433 4.955 -0.030
H 5.418 -1.552 -0.291
H 2.941 -1.867 -1.131
N -2.439 -0.114 -0.094
C -3.575 0.040 -0.304
C -4.903 0.205 -0.577
C -5.608 -0.840 -1.193
N -6.179 -1.676 -1.731
C -5.551 1.430 -0.366
N -6.085 2.437 -0.237
*
```

=====

Below is 3 unconnected molecules or ions with the total composition C21H16N2O11S at a distorted geometry, with properties calculated with the ωB97M-V functional and the def2-TZVPD basis.

The SMILES is O=C(O)CCc1ccc2nsnc2c1O.O=C1C=C(O)C(=O)C=C1O.O=C1C=C(O)C(=O)C=C1O. Its lowest unoccupied orbital energy is -1.722 eV.

ORCA input file:
```
! RIJCOSX wB97M-V def2-TZVPD def2/J DEFGRID3
* xyz 0 1
O -6.835 0.947 -4.322
C -6.668 -0.370 -4.522
O -5.810 -0.739 -5.693
C -7.292 -1.534 -3.543
C -6.478 -1.667 -2.096
C -5.198 -0.651 -1.963
C -3.773 -0.871 -2.809
C -2.487 0.147 -2.733
C -2.615 1.446 -1.708
N -1.571 2.508 -1.422
S -2.395 3.507 -0.214
N -4.012 2.870 0.095
C -4.000 1.663 -0.834
C -5.319 0.641 -0.947
O -6.526 0.873 -0.138
H -4.945 -0.247 -5.508
H -7.140 -2.573 -4.111
H -8.449 -1.306 -3.385
H -7.259 -1.369 -1.258
H -6.136 -2.778 -1.919
H -3.738 -1.822 -3.493
H -1.534 -0.071 -3.395
H -6.494 0.401 0.745
O 0.267 1.150 2.000
C 0.741 0.234 1.338
C 0.222 -0.124 0.008
C 0.750 -1.138 -0.680
O 0.270 -1.477 -1.931
C 1.875 -1.944 -0.130
O 2.326 -2.882 -0.778
C 2.409 -1.572 1.189
C 1.884 -0.555 1.876
O 2.383 -0.198 3.115
H -0.597 0.469 -0.379
H 0.813 -2.242 -2.221
H 3.238 -2.155 1.569
H 1.835 0.563 3.407
O 5.795 0.988 5.699
C 6.343 0.957 4.602
C 5.589 0.762 3.354
C 6.218 0.716 2.177
O 5.515 0.536 1.000
C 7.697 0.858 2.085
O 8.248 0.794 0.991
C 8.448 1.077 3.330
C 7.819 1.126 4.506
O 8.518 1.335 5.681
H 4.515 0.658 3.436
H 6.193 0.537 0.289
H 9.521 1.197 3.247
H 7.841 1.327 6.392
*
```

=====

no.,E_tot (Eh)
1,-2806.5469
2,-3123.5301
3,-1776.3144
4,-1570.1282
5,-809.6725
6,-2195.2558
7,-3911.7512
8,-1681.3873
9,-2627.5456
10,-2144.7450